This record from the OMol25 dataset describes a molecular structure, C39H91N13O13. The level of theory is wB97M-V/def2-TZVPD.

Last column: Löwdin charge in e.
Cartesian coordinates (Å):
C 19.4359 -24.1829 21.7138  -0.0524
C 18.5405 -25.1492 20.9262  -0.4151
O 18.1020 -24.8945 19.8437  0.0231
N 18.2110 -26.3042 21.5406  0.0845
C 17.3036 -27.2157 20.8774  -0.0452
H 19.4864 -23.2024 21.2403  0.0399
H 20.4301 -24.6005 21.8724  0.1252
H 19.0465 -23.9229 22.6982  -0.0278
H 18.7258 -26.5440 22.3759  0.1566
H 17.1444 -28.1219 21.4619  0.1007
H 17.7716 -27.5743 19.9606  0.0913
H 16.3612 -26.6846 20.7441  0.0550
C 13.2878 -21.0166 24.1924  0.0025
C 12.9686 -20.3889 22.8973  -0.5644
O 11.9966 -19.6427 22.7296  0.0208
N 13.6392 -20.6764 21.7858  0.0260
C 14.7995 -21.6245 21.6973  -0.1061
H 12.4542 -21.5808 24.6105  0.0846
H 13.6697 -20.3590 24.9733  0.0873
H 14.0380 -21.7881 24.0186  0.0606
H 13.3556 -20.1845 20.9505  -0.1695
H 14.4989 -22.6719 21.6699  0.0717
H 15.6268 -21.5411 22.4022  0.0419
H 15.2318 -21.5394 20.7003  0.0554
C 15.5368 -18.7099 19.1046  0.0456
C 14.5235 -19.8567 19.4129  -0.3961
O 13.5131 -19.5948 20.0854  0.1361
N 14.7628 -21.0571 18.9614  0.0362
C 13.9218 -22.2354 19.1646  -0.0138
H 15.0598 -17.9630 18.4700  0.1049
H 16.4191 -18.9819 18.5252  0.0633
H 15.9529 -18.2759 20.0138  0.0729
H 15.6266 -21.2260 18.4660  0.0370
H 12.9370 -21.9514 19.5355  0.1430
H 14.3924 -22.8960 19.8928  0.0253
H 13.8033 -22.8872 18.2991  0.0417
C 20.1650 -23.6194 15.4794  0.0547
C 20.7666 -23.8373 16.8460  -0.4930
O 21.7862 -23.3201 17.2638  0.1200
N 20.0397 -24.5409 17.6639  0.0666
C 20.2858 -24.9926 19.0168  -0.0012
H 19.2797 -24.2298 15.3010  0.0766
H 20.9122 -23.9504 14.7582  0.0813
H 20.0132 -22.5512 15.3239  0.0951
H 19.2465 -24.9936 17.2327  -0.2636
H 19.9128 -26.0154 19.0705  0.1191
H 19.7844 -24.4180 19.7957  0.0567
H 21.3263 -24.8237 19.2940  0.0828
C 18.9430 -20.5448 16.9120  -0.0895
C 17.7139 -20.1075 16.2110  -0.5091
O 17.7554 -19.3846 15.2192  0.0372
N 16.6125 -20.6748 16.6630  0.0199
C 15.2969 -20.3386 16.2884  -0.0661
H 19.1536 -19.9638 17.8099  0.1099
H 19.7403 -20.6816 16.1815  0.1249
H 18.9005 -21.5306 17.3751  0.0195
H 16.7703 -21.3241 17.4203  0.0347
H 15.1358 -20.0937 15.2386  0.0783
H 14.8395 -19.5801 16.9237  0.0889
H 14.5483 -21.1242 16.3912  0.0684
C 20.1258 -22.9588 26.0041  0.0120
C 19.8892 -22.9758 24.4786  -0.4680
O 19.1251 -23.7964 23.9831  0.0385
N 20.6325 -22.1331 23.7451  0.0976
C 20.5442 -22.1724 22.2843  -0.2071
H 19.4067 -22.2969 26.4866  0.0850
H 21.1502 -22.7324 26.2999  0.0720
H 20.0093 -23.9812 26.3634  0.0768
H 21.4453 -21.6872 24.1459  0.1425
H 20.9772 -23.0910 21.8884  0.0705
H 21.1372 -21.3563 21.8713  0.0854
H 19.4793 -22.0934 22.0656  0.0695
C 17.5952 -15.9757 21.1405  0.0287
C 18.0255 -17.3854 21.1978  -0.5983
O 18.6208 -17.7555 22.1944  0.0091
N 17.8026 -18.1285 20.1491  0.0428
C 18.2696 -19.5880 20.1281  -0.0238
H 16.8922 -15.8222 20.3217  0.0879
H 18.4649 -15.3344 20.9972  0.1007
H 17.0784 -15.7367 22.0700  0.0501
H 17.4807 -17.7128 19.2867  0.1226
H 19.3243 -19.6956 20.3812  0.1204
H 18.1143 -20.0359 19.1466  0.0468
H 17.6953 -20.2033 20.8206  0.0128
C 17.7420 -21.8203 20.8855  -0.0257
C 17.3104 -22.0262 19.5028  -0.3805
O 16.9481 -21.0555 18.8417  -0.1402
N 17.4112 -23.3172 19.0100  0.1178
C 17.0920 -23.7279 17.6508  -0.0516
H 17.1017 -21.0499 21.3152  0.0398
H 18.7786 -21.5404 21.0733  0.0787
H 17.6417 -22.6909 21.5336  0.1298
H 17.5402 -24.1393 19.5824  -0.2241
H 17.8145 -24.4336 17.2407  0.0566
H 17.2044 -22.8562 17.0062  0.1035
H 16.1074 -24.1916 17.5910  0.0446
C 14.9044 -23.5849 16.3703  -0.0462
C 14.2339 -22.6873 15.3590  -0.5404
O 13.0064 -22.4960 15.3996  0.0445
N 15.0223 -22.1627 14.3899  -0.0152
C 14.5925 -21.3252 13.2256  -0.0276
H 15.6804 -22.9849 16.8458  0.0476
H 15.3844 -24.4504 15.9137  0.0696
H 14.2131 -23.8393 17.1737  0.0467
H 15.9863 -22.4554 14.4606  0.1328
H 13.5237 -21.2887 13.0146  0.0910
H 15.0474 -21.7628 12.3369  0.0749
H 15.0601 -20.3510 13.3678  0.0730
C 16.4840 -16.2817 24.2130  -0.0200
C 15.7726 -17.5059 23.7966  -0.5398
O 14.5759 -17.6376 24.0021  0.0556
N 16.4980 -18.4467 23.1345  0.0458
C 16.0705 -19.7025 22.5804  -0.0730
H 16.2653 -16.0380 25.2526  0.0909
H 16.0948 -15.4387 23.6420  0.0835
H 17.5631 -16.3455 24.0737  0.0780
H 17.4967 -18.3138 23.2051  0.0737
H 16.3030 -20.5864 23.1744  0.1016
H 16.6202 -19.8337 21.6484  0.0521
H 15.0148 -19.7056 22.3090  0.0820
C 14.7614 -24.8092 20.1728  0.0217
C 14.2343 -24.9382 18.7554  -0.5029
O 13.2495 -24.2864 18.4390  0.0056
N 14.9280 -25.6911 17.9148  0.0435
C 16.2675 -26.2910 18.0576  -0.0949
H 14.1130 -24.2094 20.8115  0.0850
H 15.7439 -24.3395 20.2191  0.0862
H 14.8231 -25.7596 20.7030  0.0889
H 14.4885 -25.8897 17.0274  0.1576
H 16.8092 -26.0083 17.1550  -0.0158
H 16.2077 -27.3740 17.9492  0.1220
H 16.7447 -26.0042 18.9946  0.0658
C 19.7458 -21.5204 18.4544  -0.1440
C 20.7184 -21.8294 19.5588  -0.3940
O 20.5635 -21.3517 20.6684  -0.1090
N 21.6677 -22.6714 19.2303  0.0448
C 22.6828 -23.1833 20.1381  -0.0318
H 19.1353 -22.3933 18.2233  0.1062
H 20.2187 -21.0556 17.5893  0.1009
H 19.0618 -20.8079 18.9153  0.0360
H 21.6013 -23.1771 18.3585  -0.1490
H 22.4378 -24.1793 20.5071  0.0743
H 22.7732 -22.5155 20.9948  0.0873
H 23.6740 -23.1509 19.6858  0.0944
C 16.7415 -26.4436 15.7399  -0.0203
C 18.2395 -26.1710 15.9721  -0.3404
O 18.5764 -25.6527 17.0381  0.0576
N 19.0506 -26.5154 14.9819  0.0818
C 20.4883 -26.3581 15.0644  -0.0249
H 16.5674 -26.9988 14.8182  0.1138
H 16.2178 -25.4876 15.7474  0.0724
H 16.2059 -27.0022 16.5075  0.0649
H 18.6252 -26.9188 14.1594  0.1598
H 20.7945 -26.0364 16.0598  0.1032
H 20.7897 -25.6684 14.2760  0.0893
H 20.9630 -27.3264 14.9063  0.1048

Cartesian forces (eV/Å) of the 6 atoms listed first:
-1.6 -3.0 -4.7
1.7 -1.0 6.1
3.0 -11.9 2.7
0.5 0.3 0.0
0.5 -0.6 0.6
-0.4 -2.5 -1.4

Output
LUMO (eV): -0.7
HOMO-LUMO gap (eV): 6.32
Highest occupied orbital energy (eV): -7.0513
Molar mass (Da): 950.2
Total charge: 0